No. 1
The following is a quantum chemistry calculation of a molecular structure, C7H9CuO4P at a distorted geometry, from OMol25.

Properties
**Spin multiplicity**: 2
**HOMO energy (spin up / spin down)**: -18.275 / -19.389 eV
**Total charge**: +2

Geometry as XYZ:
```
22
Properties=species:S:1:pos:R:3:forces:R:3
Cu 0.07808 -0.13609 0.30054 1.281 -1.196 1.180
P -1.57769 -1.67266 0.66448 -2.867 -2.388 -0.200
O 3.65795 0.37632 0.79632 -2.900 -0.259 -0.551
O -0.39705 1.47984 2.79810 0.661 -3.525 -4.114
O 0.91354 -1.12269 -2.42667 -1.437 1.402 4.159
O -1.09468 2.01704 -1.38883 2.165 -3.304 2.635
C -3.20412 -0.84696 0.55579 0.632 0.804 0.000
C -0.57342 1.22815 -0.72718 -3.565 6.568 -4.270
C -1.80562 -2.74768 2.12738 0.835 0.299 0.528
C -1.82000 -2.85179 -0.71436 0.985 0.168 -0.138
C 2.54401 0.26862 0.59589 2.688 0.225 0.609
C 0.58757 -0.80517 -1.36800 2.432 -3.203 -5.659
C -0.22569 0.74771 1.91498 -0.685 4.090 5.957
H -0.95647 -3.43882 2.23668 -0.284 0.186 -0.003
H -2.69754 -3.47765 -0.49448 0.312 0.235 0.002
H -3.98686 -1.61970 0.54478 0.303 0.216 0.049
H -1.88196 -2.13748 3.04127 0.018 -0.249 -0.257
H -3.25317 -0.24635 -0.36536 -0.182 -0.171 0.302
H -2.73488 -3.32903 2.00575 0.315 0.330 -0.173
H -0.91984 -3.46832 -0.80335 -0.268 -0.174 -0.149
H -3.30534 -0.19919 1.42540 -0.394 0.099 -0.028
H -1.97499 -2.30814 -1.65325 -0.045 -0.150 0.121
```
Forces are in eV/Å.

---

No. 2
The following is a quantum chemistry calculation of C7H9F in the gas phase at a distorted geometry, from OMol25.

Properties
**HOMO energy**: -7.283 eV
**Total charge**: 0

Geometry as XYZ:
```
17
Properties=species:S:1:pos:R:3:forces:R:3
F 2.42410 -1.86594 1.27847 0.014 0.038 -0.103
C -2.13865 1.22500 1.75952 -0.332 -0.564 -0.440
C -0.62631 1.01569 -0.28450 0.225 -0.185 -0.129
C 0.27943 0.22884 -0.90833 -0.607 0.396 -0.258
C 2.07911 -1.44136 -1.42237 0.129 -0.040 0.203
C 1.49405 -0.95907 0.89678 -0.429 0.405 -0.401
C -1.05704 1.62314 0.86610 0.810 0.217 0.390
C 1.26112 -0.70053 -0.39481 0.541 -0.460 0.739
H -2.64545 0.28477 1.51593 -0.078 0.029 0.062
H 1.80164 -1.15448 -2.43107 -0.030 0.005 -0.085
H -1.22396 1.67084 -0.95104 -0.178 0.048 -0.192
H 1.94868 -2.51559 -1.30865 0.006 -0.089 -0.075
H 0.27890 0.28891 -1.98972 -0.137 0.022 0.056
H -1.66856 1.14043 2.74408 -0.001 0.110 0.074
H 3.13781 -1.23060 -1.27699 0.070 -0.024 -0.079
H -2.86235 2.03638 1.84701 0.039 0.073 0.145
H 0.99628 -0.50489 1.73962 -0.041 0.018 0.093
```
Forces are in eV/Å.

---

No. 3
The following is a quantum chemistry calculation of a molecular structure, C7H9F3NO8PdS, from OMol25.

Properties
**Spin multiplicity**: 3
**HOMO energy (spin up / spin down)**: -6.181 / -6.701 eV
**Total charge**: -1

Geometry as XYZ:
```
30
Properties=species:S:1:pos:R:3:forces:R:3
Pd 0.49194 0.30089 -0.81297 0.014 -0.031 -0.465
S 2.30821 -1.84219 -1.00270 -0.185 -0.282 -0.069
F 3.99600 -3.35869 -2.33777 -0.003 -0.045 -0.072
F 4.85564 -1.51289 -1.61392 0.090 0.067 -0.017
F 4.45657 -3.13231 -0.23762 0.046 -0.049 0.057
O 2.46026 -0.95434 0.13635 0.020 0.095 0.380
O 1.46653 2.00066 -0.10796 -0.064 0.193 -0.015
O -1.17667 0.36542 -2.20616 0.235 -0.334 0.008
O 1.13983 3.80191 1.17827 0.033 0.112 -0.076
O -2.64171 -1.15959 -1.40451 -0.146 0.074 -0.167
O 1.96299 -1.06477 -2.19568 -0.122 0.044 -0.033
O -0.59142 -1.61206 0.94384 0.016 0.046 -0.139
O 1.52660 -3.03003 -0.79289 0.119 -0.062 -0.045
N -1.18757 1.20516 0.37678 -0.010 0.493 0.077
C -1.55563 -0.88018 1.67399 -0.081 -0.041 0.051
C 4.00179 -2.49429 -1.31957 -0.170 0.205 -0.002
C -1.21707 0.60356 1.71408 0.130 -0.156 -0.049
C -0.77876 2.62313 0.42269 -0.049 0.029 0.003
C 0.73868 2.84832 0.53388 -0.041 -0.335 0.228
C -2.12015 -0.05281 -1.43616 -0.008 0.138 0.230
C -2.45923 1.00178 -0.36446 0.207 -0.185 0.079
H -1.57214 -1.23995 2.70772 0.013 -0.014 0.009
H -1.01446 -2.08758 0.21424 0.005 0.073 0.101
H -2.55102 -1.03814 1.25329 0.020 0.010 0.019
H -1.05981 3.07956 -0.52629 -0.054 -0.013 -0.029
H -1.29121 3.15705 1.22819 0.028 -0.006 0.023
H -0.22819 0.74429 2.15607 0.000 -0.021 0.015
H -3.25173 0.67290 0.30686 -0.016 -0.007 -0.023
H -2.75795 1.93434 -0.83594 0.008 -0.010 -0.070
H -1.95031 1.12084 2.34832 -0.033 0.013 -0.011
```
Forces are in eV/Å.

---

No. 4
The following is a quantum chemistry calculation of 2 unconnected molecules or ions with the total composition C7H9F4NO4, from OMol25.

Properties
**HOMO energy**: -10.038 eV
**Total charge**: 0
**SMILES**: O=C(O)NC(F)(F)C(F)F.O=C1CCCO1

Geometry as XYZ:
```
25
Properties=species:S:1:pos:R:3:forces:R:3
F 2.42640 4.62582 -1.01823 0.015 -0.118 0.002
F 3.81001 3.57656 0.74549 -0.057 -0.198 -0.149
F 2.86081 2.88941 -2.28811 -0.022 0.086 0.074
F 4.03042 1.73648 -0.43214 -0.187 0.191 0.115
O -1.73172 -1.95870 2.54816 -0.019 -0.022 0.026
O 0.19414 1.10957 0.62900 -0.018 0.033 0.136
O -2.97913 -3.25801 1.22451 -0.030 -0.038 -0.016
O 1.95613 -0.09993 0.02586 0.090 0.141 -0.058
N 2.30981 1.94307 1.04128 -0.078 0.033 -0.122
C 1.37990 0.98285 0.55857 0.108 -0.086 -0.008
C -2.12708 -2.22528 1.45318 0.100 0.082 0.006
C 3.13069 2.62303 0.07987 0.161 -0.039 0.238
C -1.79773 -1.53929 0.14117 -0.312 -0.105 -0.120
C 2.33546 3.28117 -1.10806 0.047 0.021 -0.081
C -3.21207 -3.41216 -0.18441 -0.003 0.001 -0.051
C -2.88969 -2.05338 -0.79579 0.055 0.052 0.052
H -1.79101 -0.46214 0.26639 0.156 0.011 0.061
H 1.85437 2.59065 1.67383 -0.026 0.074 -0.135
H -4.24479 -3.72148 -0.32581 -0.005 -0.016 0.057
H -0.80222 -1.86336 -0.16702 0.043 0.057 0.014
H -3.76474 -1.40489 -0.73487 -0.007 -0.007 -0.013
H 1.27732 3.00853 -1.08273 0.052 -0.065 0.018
H 2.91688 -0.04955 0.14618 -0.096 -0.059 -0.042
H -2.55220 -4.19931 -0.55667 0.008 0.009 -0.015
H -2.58994 -2.11967 -1.83964 0.027 -0.037 0.010
```
Forces are in eV/Å.

---

No. 5
The following is a quantum chemistry calculation of 2 unconnected molecules or ions with the total composition C7H9FN2 at a distorted geometry, from OMol25.

Properties
**HOMO energy**: -7.952 eV
**Total charge**: 0
**SMILES**: C=C1C=CC=CC1.[H]/N=N\F

Geometry as XYZ:
```
19
Properties=species:S:1:pos:R:3:forces:R:3
F -4.53060 1.14251 0.80216 -0.106 -0.642 0.449
N -4.97846 -0.92215 0.03476 0.183 -0.254 -1.956
N -4.68464 0.16709 -0.28408 0.234 1.321 -1.582
C 2.05074 -0.82293 0.77688 -1.975 -0.441 -0.728
C -0.10035 -0.20162 -0.27466 1.426 0.523 -1.622
C 0.85313 -1.17405 0.23012 1.138 2.066 0.981
C -1.34674 -0.55126 -0.59149 -0.293 4.995 -1.613
C 2.49742 0.53317 0.78787 -1.782 0.056 -1.198
C 1.85145 1.42252 0.06493 -0.734 2.613 0.147
C 0.59030 1.05966 -0.75239 -0.064 1.016 2.395
H -1.69280 -1.45331 -0.35093 -1.375 -3.634 0.926
H 1.11941 0.99418 -1.66446 -0.431 -0.550 -1.928
H -0.21416 1.80042 -0.75355 0.681 0.551 -0.375
H -2.11359 0.15066 -1.12382 1.720 -1.198 1.102
H 3.33682 0.93538 1.20960 2.311 -0.019 1.504
H -5.04883 -1.09238 0.98319 -0.333 -0.418 3.099
H 0.44212 -2.09415 0.05141 -0.050 -2.895 0.427
H 2.35913 2.46149 0.07633 -1.466 -1.519 -0.529
H 2.69853 -1.51296 1.20354 0.918 -1.569 0.501
```
Forces are in eV/Å.

---

No. 6
The following is a quantum chemistry calculation of a gas-phase ion, C7H9FN3 (charge +1) at a distorted geometry, from OMol25.

Properties
**HOMO energy (spin up / spin down)**: -13.985 / -13.984 eV
**Total charge**: +1
**SMILES**: C/N=C(\C)C=[N+]=C[C@H](F)C#N

Geometry as XYZ:
```
20
Properties=species:S:1:pos:R:3:forces:R:3
F -2.29149 -2.14516 2.89605 -0.745 -1.405 2.986
N -0.15119 0.82148 -1.21717 1.637 -1.127 3.746
N -0.74145 0.31092 1.39940 0.605 0.940 -0.443
N 0.43528 -2.19613 0.90899 -0.054 -0.409 -0.210
C 0.82219 0.56999 -0.38450 -0.699 1.511 -2.957
C -1.96625 -1.78458 1.71059 0.723 2.219 -3.296
C 0.44143 0.29936 0.97806 -1.439 0.080 -1.641
C 2.28399 0.62145 -0.65218 2.134 1.390 -2.917
C -0.01125 1.24893 -2.55213 -1.894 2.070 0.796
C -1.75196 -0.26234 1.73953 -1.829 0.143 0.802
C -0.67194 -2.20484 1.21116 0.488 -1.302 0.132
H -0.13408 0.35797 -3.10133 0.300 -0.859 -1.452
H 2.79881 1.66856 -0.78086 -1.490 -1.468 0.706
H -2.57177 0.30642 2.11480 -0.677 0.358 0.484
H -2.78313 -1.85119 0.99676 -0.148 -0.871 -0.249
H 0.73705 2.00015 -2.81459 0.615 -0.764 0.031
H 1.11911 0.11480 1.70769 2.497 -0.140 2.122
H 2.61691 0.20593 -1.71117 -1.048 0.205 2.292
H 2.80168 0.13365 0.14846 0.569 -0.457 0.149
H -0.98193 1.78462 -2.59755 0.455 -0.116 -1.082
```
Forces are in eV/Å.